No. 1
# C36H45N9

A 9-piece molecular cluster, C36H45N9 overall (the ωB97M-V functional and the def2-TZVPD basis, OMol25).

Geometry (Å):
C (-3.135, -2.860, -2.027)
C (-3.546, -4.274, -1.430)
C (-3.397, -5.140, -2.392)
N (-3.038, -4.436, -3.550)
C (-2.885, -3.048, -3.310)
H (-3.052, -1.958, -1.408)
H (-4.070, -4.637, -0.396)
H (-3.586, -6.240, -2.203)
H (-2.775, -4.761, -4.579)
H (-2.654, -2.241, -4.054)
C (1.062, 3.724, -1.446)
C (1.239, 3.070, -2.841)
C (2.122, 2.123, -2.631)
N (2.598, 2.250, -1.380)
C (2.031, 3.266, -0.628)
H (0.289, 4.344, -1.054)
H (0.498, 3.291, -3.726)
H (2.549, 1.413, -3.364)
H (3.359, 1.610, -1.149)
H (2.266, 3.522, 0.413)
C (4.141, -4.252, 2.102)
C (3.892, -2.812, 2.436)
C (2.582, -2.644, 2.613)
N (1.928, -3.908, 2.197)
C (2.926, -4.863, 1.886)
H (5.167, -4.774, 2.079)
H (4.591, -2.179, 2.699)
H (1.917, -1.760, 2.985)
H (1.000, -4.203, 2.280)
H (2.843, -5.775, 1.700)
C (3.217, 2.856, 3.361)
C (1.706, 2.904, 3.537)
C (1.241, 4.077, 3.054)
N (2.352, 4.747, 2.725)
C (3.564, 4.026, 2.902)
H (3.941, 2.096, 3.689)
H (0.966, 2.231, 3.707)
H (0.128, 4.315, 2.951)
H (2.207, 5.743, 2.380)
H (4.484, 4.411, 2.545)
C (-4.970, -0.076, -3.826)
C (-3.897, 0.830, -4.572)
C (-3.371, 1.630, -3.661)
N (-4.080, 1.411, -2.512)
C (-4.967, 0.378, -2.608)
H (-5.797, -0.829, -4.074)
H (-3.531, 0.866, -5.683)
H (-2.402, 2.389, -3.630)
H (-3.773, 2.045, -1.567)
H (-5.550, 0.110, -1.784)
C (5.942, 1.952, -0.651)
C (5.255, 1.586, 0.707)
C (4.498, 0.543, 0.561)
N (4.749, 0.095, -0.755)
C (5.646, 0.955, -1.483)
H (6.603, 2.854, -0.761)
H (5.385, 1.984, 1.601)
H (3.897, 0.058, 1.289)
H (4.318, -0.653, -1.222)
H (5.957, 0.769, -2.490)
C (-4.678, 3.251, 0.809)
C (-3.227, 2.636, 0.843)
C (-2.515, 3.169, -0.233)
N (-3.465, 4.011, -0.917)
C (-4.744, 4.083, -0.174)
H (-5.417, 2.912, 1.581)
H (-2.989, 2.013, 1.662)
H (-1.619, 3.165, -0.344)
H (-3.136, 4.631, -1.667)
H (-5.499, 4.620, -0.836)
C (-1.298, -3.506, 2.408)
C (-1.161, -4.831, 3.277)
C (-0.619, -5.684, 2.357)
N (-0.500, -5.042, 1.174)
C (-0.962, -3.706, 1.192)
H (-1.547, -2.606, 2.877)
H (-1.656, -4.998, 4.342)
H (-0.208, -6.757, 2.430)
H (-0.194, -5.472, 0.372)
H (-1.037, -3.254, 0.162)
C (-1.315, -0.481, 0.568)
C (-0.310, -0.119, 1.700)
C (0.515, 0.774, 1.110)
N (0.079, 0.956, -0.140)
C (-0.961, 0.230, -0.563)
H (-2.151, -1.071, 0.417)
H (-0.285, -0.314, 2.752)
H (1.194, 1.220, 1.544)
H (0.646, 1.529, -0.819)
H (-1.483, 0.499, -1.448)

* structure (SMILES): c1cc[nH]c1.c1cc[nH]c1.c1cc[nH]c1.c1cc[nH]c1.c1cc[nH]c1.c1cc[nH]c1.c1cc[nH]c1.c1cc[nH]c1.c1cc[nH]c1
* total energy: -51458.2257 eV
* multiplicity: 1
* charge: 0
* Kohn-Sham gap: 0.3181 Eh
* ΔE to the lowest compared entry with this formula, charge and spin: 1264.7 kJ/mol

=====

No. 2
# C36H46BF8N2O34

A 11-piece molecular cluster, C36H46BF8N2O34 overall (the ωB97M-V functional and the def2-TZVPD basis, OMol25).

Geometry (Å):
O (-2.739, -2.098, -1.500)
C (-2.114, -1.267, -0.906)
O (-1.202, -0.396, -1.271)
B (-0.668, 0.411, -0.107)
O (-1.306, -0.238, 1.126)
C (-2.131, -1.183, 0.722)
O (-2.932, -1.807, 1.411)
O (-1.159, 1.813, -0.071)
C (-0.060, 2.511, 0.199)
O (-0.083, 3.752, 0.331)
C (1.128, 1.608, 0.227)
O (0.791, 0.436, -0.131)
O (2.309, 1.889, 0.496)
C (-3.255, 0.260, -7.297)
C (-2.584, 0.030, -6.007)
C (-1.412, -0.953, -6.112)
O (-0.640, -0.716, -7.322)
C (-0.418, -1.838, -8.076)
N (-2.142, 1.232, -5.295)
H (-4.205, 0.794, -7.282)
H (-3.439, -0.665, -7.844)
H (-2.692, 1.033, -7.820)
H (-3.317, -0.482, -5.383)
H (-1.957, -1.896, -6.146)
H (-0.703, -0.845, -5.291)
H (0.327, -1.500, -8.796)
H (-1.295, -2.045, -8.689)
H (0.004, -2.696, -7.553)
H (-2.779, 2.004, -5.435)
H (-2.048, 1.117, -4.296)
C (11.415, 3.067, 3.149)
C (10.240, 3.440, 4.141)
C (8.786, 2.791, 3.883)
O (8.038, 3.288, 2.770)
C (7.638, 4.641, 2.859)
N (10.644, 3.256, 5.553)
H (11.802, 2.056, 3.272)
H (12.174, 3.833, 2.993)
H (10.716, 3.056, 2.312)
H (9.966, 4.484, 3.990)
H (8.323, 2.839, 4.869)
H (8.773, 1.723, 3.665)
H (7.174, 4.937, 3.800)
H (6.892, 4.778, 2.076)
H (8.436, 5.350, 2.637)
H (10.006, 3.660, 6.223)
H (11.517, 3.757, 5.640)
C (-1.212, 4.003, 4.876)
C (-2.605, 4.588, 4.805)
O (-3.336, 3.326, 4.750)
C (-2.560, 2.312, 5.069)
O (-3.001, 1.134, 5.117)
O (-1.320, 2.636, 4.999)
F (-2.694, 5.249, 3.649)
H (-0.704, 4.530, 5.684)
H (-0.614, 4.257, 4.001)
H (-2.881, 5.215, 5.653)
C (-7.330, 2.228, -0.484)
C (-6.616, 2.062, 0.858)
O (-7.560, 1.331, 1.520)
C (-8.802, 1.674, 1.082)
O (-9.897, 1.458, 1.655)
O (-8.688, 1.976, -0.103)
F (-6.643, 3.290, 1.358)
H (-6.984, 1.552, -1.266)
H (-7.266, 3.255, -0.844)
H (-5.603, 1.667, 0.935)
C (2.418, 8.064, 4.128)
C (2.419, 9.534, 3.809)
O (1.273, 10.019, 4.403)
C (0.932, 9.252, 5.384)
O (0.155, 9.567, 6.269)
O (1.430, 8.073, 5.073)
F (2.241, 9.703, 2.500)
H (3.347, 7.641, 4.511)
H (2.060, 7.496, 3.269)
H (3.318, 10.128, 3.975)
C (6.795, -0.322, -0.675)
C (5.873, -1.256, 0.120)
O (6.738, -2.112, 0.712)
C (7.959, -1.990, 0.264)
O (8.968, -2.726, 0.342)
O (8.013, -0.872, -0.459)
F (5.149, -1.897, -0.781)
H (6.695, 0.605, -0.110)
H (6.539, -0.137, -1.719)
H (5.237, -0.643, 0.758)
C (-4.009, -6.384, -5.752)
C (-3.666, -6.449, -7.270)
O (-4.558, -7.448, -7.779)
C (-5.277, -8.038, -6.851)
O (-6.097, -8.950, -7.052)
O (-4.977, -7.453, -5.538)
F (-2.382, -6.672, -7.424)
H (-4.462, -5.470, -5.368)
H (-3.120, -6.514, -5.136)
H (-3.966, -5.488, -7.688)
C (-7.830, -4.328, -2.296)
C (-8.988, -4.245, -1.324)
O (-9.689, -3.190, -1.890)
C (-8.965, -2.524, -2.884)
O (-9.295, -1.456, -3.409)
O (-7.767, -3.112, -3.041)
F (-8.535, -3.749, -0.165)
H (-7.996, -5.021, -3.120)
H (-6.934, -4.570, -1.724)
H (-9.429, -5.224, -1.139)
C (1.221, -4.353, -1.273)
C (2.324, -5.413, -1.023)
O (2.456, -5.978, -2.307)
C (1.408, -5.621, -3.037)
O (1.327, -5.887, -4.264)
O (0.470, -4.888, -2.387)
F (1.877, -6.323, -0.212)
H (1.769, -3.479, -1.625)
H (0.638, -4.072, -0.395)
H (3.271, -5.007, -0.668)
C (-0.272, -3.127, 5.350)
C (-0.637, -3.610, 6.720)
O (0.467, -4.430, 6.934)
C (1.190, -4.729, 5.842)
O (2.088, -5.522, 5.716)
O (0.609, -4.107, 4.805)
F (-1.608, -4.351, 6.303)
H (0.346, -2.243, 5.509)
H (-1.121, -2.888, 4.711)
H (-0.943, -2.777, 7.353)

* total energy: -133090.0941 eV
* multiplicity: 1
* charge: -1
* Kohn-Sham gap: 0.3170 Eh

=====

No. 3
# C36H46BN2O3PS6SbTc

C36H46BN2O3PS6SbTc as an isolated structure (the ωB97M-V functional and the def2-TZVPD basis, OMol25).

Geometry (Å):
Tc (0.611, 0.265, 0.083)
C (-1.531, -1.999, 4.732)
C (-0.676, -2.245, 3.488)
C (0.757, -1.779, 3.635)
C (1.589, -2.585, 4.407)
C (2.920, -2.270, 4.612)
C (3.431, -1.113, 4.056)
C (2.637, -0.269, 3.285)
C (3.233, 1.024, 2.799)
C (3.550, 1.991, 3.944)
C (1.298, -0.610, 3.056)
N (0.479, 0.238, 2.226)
C (-0.662, 0.649, 2.742)
C (-1.705, 0.922, 1.879)
C (-3.069, 1.230, 2.035)
C (-3.618, 1.148, 0.772)
C (-2.580, 0.788, -0.113)
N (-1.436, 0.643, 0.546)
H (-2.539, -2.390, 4.586)
H (-1.618, -0.939, 4.976)
H (-1.096, -2.494, 5.602)
H (-1.157, -1.824, 2.608)
H (-0.650, -3.327, 3.326)
H (1.177, -3.489, 4.843)
H (3.552, -2.918, 5.207)
H (4.467, -0.841, 4.227)
H (2.562, 1.508, 2.093)
H (4.155, 0.805, 2.253)
H (4.409, 1.655, 4.528)
H (2.701, 2.080, 4.624)
H (3.781, 2.986, 3.556)
H (-0.776, 0.694, 3.820)
H (-3.564, 1.477, 2.962)
H (-4.645, 1.321, 0.491)
H (-2.633, 0.637, -1.178)
S (1.292, 6.052, 3.011)
Sb (0.914, 3.897, 2.685)
S (0.394, 2.703, -0.266)
S (2.206, 3.335, 0.460)
S (-0.903, 3.816, 0.845)
C (0.579, -4.604, -1.409)
C (-0.044, -3.957, -0.182)
C (0.192, -4.844, 1.031)
O (0.674, -2.718, 0.057)
B (-0.224, -1.689, 0.112)
O (-1.516, -2.093, 0.004)
C (-1.536, -3.489, -0.381)
C (-2.548, -4.199, 0.500)
C (-2.007, -3.512, -1.829)
H (1.619, -4.852, -1.192)
H (0.558, -3.938, -2.271)
H (0.059, -5.528, -1.666)
H (1.264, -5.021, 1.129)
H (-0.309, -5.808, 0.923)
H (-0.153, -4.367, 1.951)
H (-2.307, -4.087, 1.555)
H (-2.594, -5.263, 0.260)
H (-3.534, -3.767, 0.328)
H (-1.342, -2.925, -2.465)
H (-2.999, -3.061, -1.876)
H (-2.068, -4.530, -2.219)
C (3.575, -1.689, -1.353)
C (3.640, -0.676, -0.227)
C (4.535, 0.505, -0.551)
O (2.316, -0.185, -0.001)
H (4.570, -2.104, -1.525)
H (3.239, -1.202, -2.271)
H (2.887, -2.494, -1.103)
H (3.921, -1.152, 0.714)
H (4.191, 0.982, -1.469)
H (5.561, 0.160, -0.698)
H (4.522, 1.245, 0.245)
S (-1.844, 2.860, -2.767)
P (-0.387, 1.688, -3.273)
S (-0.038, -0.049, -2.098)
C (-0.631, 0.929, -4.906)
C (-1.140, -0.352, -5.087)
C (-1.376, -0.830, -6.368)
C (-1.109, -0.034, -7.472)
C (-0.607, 1.250, -7.295)
C (-0.371, 1.730, -6.017)
C (1.235, 2.499, -3.446)
C (1.354, 3.869, -3.256)
C (2.589, 4.486, -3.407)
C (3.700, 3.736, -3.762)
C (3.581, 2.366, -3.964)
C (2.352, 1.746, -3.801)
H (-1.360, -0.978, -4.232)
H (-1.773, -1.829, -6.502)
H (-1.293, -0.410, -8.470)
H (-0.400, 1.878, -8.152)
H (0.018, 2.732, -5.882)
H (0.479, 4.441, -2.969)
H (2.681, 5.552, -3.239)
H (4.663, 4.218, -3.879)
H (4.447, 1.781, -4.248)
H (2.257, 0.677, -3.960)

* total energy: -130919.6393 eV
* multiplicity: 1
* charge: 0
* Kohn-Sham gap: 0.2099 Eh
* ΔE to the lowest compared entry with this formula, charge and spin: 0.0 kJ/mol